A structure of composition C43H36BClI2N4O4STeTi. Source: OMol25; level of theory: ωB97M-V with the def2-TZVPD basis set.

```
! wB97M-V def2-TZVPD RIJCOSX def2/J DEFGRID3
* xyz -2 3
I 1.111 -5.545 -4.844
I -1.548 -0.320 -3.648
Te -0.610 -2.138 3.207
Ti 1.615 0.159 -0.900
Cl 1.513 7.254 -2.634
S 1.308 -3.577 5.545
O 1.104 1.420 -2.075
O -1.700 2.186 -0.020
O -0.067 -0.959 -0.825
O -1.424 0.365 1.369
N 2.383 -1.847 0.233
N 0.628 1.651 0.644
N 3.219 1.019 0.035
N 2.823 -0.773 -2.310
C 1.378 4.731 -3.636
C -4.168 2.183 0.021
C 3.552 -1.831 -1.935
C -0.066 -3.720 4.522
C -0.084 -2.928 -3.912
C 2.765 -0.437 -3.607
C 2.048 0.978 4.048
C 4.124 -2.300 -4.213
C 1.112 -5.134 6.238
C 0.883 -3.052 -1.311
C 5.534 0.846 0.674
C -6.711 2.005 0.257
C 3.378 0.784 3.735
C -7.408 0.969 -0.635
C 0.020 -5.753 5.703
C -6.726 3.352 -0.467
C 5.195 0.637 2.013
C 1.136 -4.086 -2.190
C 3.401 -1.178 -4.585
C 1.188 2.781 -2.201
C -0.353 -1.903 -3.016
C 1.108 1.199 3.042
C 0.659 -4.021 -3.494
C 2.861 1.000 1.387
C -7.506 2.164 1.559
C 3.665 -2.083 -0.448
C -3.826 -0.079 1.697
C -2.923 1.691 0.341
C 4.552 1.044 -0.267
C 1.466 -3.007 0.072
C 1.395 5.486 -2.473
C 1.317 4.964 -1.206
C -2.754 0.600 1.170
C 1.502 1.229 1.721
C 1.009 3.042 0.285
C -0.643 -4.949 4.729
C 3.818 0.788 2.400
C -5.092 0.409 1.372
C 1.162 3.550 -0.986
C 0.144 -1.912 -1.701
C -5.285 1.531 0.560
C 4.210 -2.618 -2.871
C 1.279 3.341 -3.446
B -0.776 1.372 0.642
H 4.110 0.646 4.524
H 5.947 0.440 2.767
H -7.443 -0.006 -0.146
H -7.759 3.680 -0.606
H -6.262 3.287 -1.453
H 1.344 5.626 -0.349
H 4.769 -3.480 -2.530
H 2.525 -1.689 1.227
H 0.994 3.702 1.143
H 0.664 -2.869 0.803
H -0.302 -6.747 5.988
H -6.865 0.848 -1.575
H -0.443 -2.859 -4.930
H 1.435 5.182 -4.615
H 0.075 1.397 3.297
H -8.511 2.537 1.344
H -7.605 1.219 2.093
H 6.571 0.849 0.358
H 3.322 -0.867 -5.617
H -6.202 4.119 0.107
H 1.724 0.955 5.080
H -8.433 1.279 -0.863
H -4.247 3.047 -0.622
H -7.010 2.872 2.226
H -3.672 -0.937 2.339
H 2.206 0.460 -3.834
H 1.787 -5.506 6.993
H -1.521 -5.265 4.182
H 4.618 -2.914 -4.956
H 4.793 1.220 -1.309
H -5.953 -0.118 1.766
H 1.275 2.677 -4.305
H 1.997 -3.939 0.297
H 4.024 -3.108 -0.290
H 1.742 -4.924 -1.864
H 4.409 -1.396 -0.039
*
```

The energy above the lowest of the compared OMol25 structures with the same formula, charge and spin is 14.01 kcal per mole. As for the expectation value of S²: 2.0289. The value obtained for the HOMO-LUMO gap (alpha / beta) is 3.66 / 3.66 eV. The value obtained for the HOMO energy (alpha / beta) is -0.545 / -0.550 eV.

***

A structure of composition C43H36BClI2N4O4STeTi. Source: OMol25; level of theory: ωB97M-V with the def2-TZVPD basis set.

```
! wB97M-V def2-TZVPD RIJCOSX def2/J DEFGRID3
* xyz -2 3
I -2.026 3.018 2.203
I -3.706 6.140 -2.812
Te 2.836 -1.380 -1.293
Ti -0.069 0.558 0.058
Cl -7.117 -1.102 -1.697
S 2.628 -3.147 -4.213
O 0.222 2.462 0.304
O -1.790 0.923 -0.459
O -1.759 -2.064 2.816
O -4.191 -0.861 2.578
N -0.491 -0.349 1.740
N 1.784 0.506 0.723
N -0.255 -0.979 -1.175
N 0.679 1.315 -2.104
C 3.066 -0.721 3.967
C -0.602 3.174 -0.379
C 4.107 1.126 0.931
C -2.389 4.798 -1.768
C -5.009 -0.678 -0.060
C -3.484 -3.307 5.786
C 1.882 -1.192 4.495
C -5.155 -2.202 8.162
C -5.536 -0.470 -1.308
C -3.572 0.700 -1.986
C 3.219 -3.015 -2.573
C -1.736 -0.631 2.372
C 0.684 -1.088 3.806
C -3.717 -0.232 0.269
C 3.282 -4.743 -4.412
C 2.894 1.135 0.272
C -2.509 -3.156 4.812
C 0.631 -0.524 2.518
C -0.107 0.570 -3.069
C -5.714 -2.772 6.851
C 3.881 -4.170 -2.263
C -3.924 -1.584 3.683
C -7.037 -2.071 6.526
C -1.236 -1.651 -3.272
C 3.920 -5.141 -3.282
C 0.760 2.745 -2.397
C 1.857 -0.054 1.969
C -4.680 -2.589 5.748
C -2.975 0.466 -0.735
C -5.994 -4.268 7.044
C -0.405 3.458 -1.756
C -1.279 4.296 -2.423
C -1.291 -3.136 -1.408
C -1.764 3.693 0.212
C -1.620 -2.882 -2.746
C 4.231 0.451 2.130
C -0.627 -2.188 -0.674
C -4.885 -1.730 4.679
C -0.579 -0.739 -2.480
C -2.704 -2.281 3.756
C -2.669 4.478 -0.454
C -4.837 0.227 -2.286
C 3.069 -0.120 2.702
B -3.195 -0.506 1.683
H 5.175 0.383 2.652
H -5.837 -2.407 8.987
H -1.790 -0.064 3.335
H -0.328 -2.380 0.351
H 0.794 2.942 -3.484
H 0.474 0.367 -3.989
H -1.555 -4.078 -0.953
H -0.207 -1.457 4.284
H 4.400 -6.106 -3.179
H -3.278 -3.982 6.603
H -7.455 -2.459 5.600
H -2.124 -3.615 -3.353
H -3.561 4.825 0.044
H -6.899 -0.998 6.421
H -1.444 -1.401 -4.304
H -5.787 -1.154 4.564
H -1.594 -3.728 4.867
H -6.800 -4.418 7.760
H 4.333 -4.305 -1.296
H -5.113 -4.779 7.418
H -5.015 -1.127 8.084
H 1.687 3.136 -1.958
H -4.191 -2.649 8.387
H -6.275 -4.725 6.099
H 3.993 -0.786 4.523
H -5.584 -1.200 0.691
H -3.031 1.270 -2.733
H 1.607 0.869 -2.086
H -0.975 1.174 -3.359
H 4.955 1.631 0.489
H 1.882 -1.651 5.479
H 2.799 1.676 -0.662
H -5.280 0.391 -3.257
H -1.102 4.547 -3.461
H 3.150 -5.267 -5.342
H -7.761 -2.235 7.324
*
```

The energy above the lowest of the compared OMol25 structures with the same formula, charge and spin is 54.60 kcal per mole. As for the expectation value of S²: 2.0345. The value obtained for the HOMO-LUMO gap (alpha / beta) is 2.59 / 4.20 eV. The value obtained for the HOMO energy (alpha / beta) is 0.701 / -0.912 eV.

***

A structure of composition C43H36BrGeN9O3SSeSn. Source: OMol25; level of theory: ωB97M-V with the def2-TZVPD basis set.

```
! wB97M-V def2-TZVPD RIJCOSX def2/J DEFGRID3
* xyz -2 1
Sn 1.078 0.821 -0.997
Br 1.583 0.228 -3.716
Se -2.459 -0.140 -1.477
Ge -5.068 -2.034 -1.349
S 1.192 -6.692 4.661
O -0.178 -7.147 4.866
O 1.665 -5.781 5.705
O 2.143 -7.751 4.351
N -0.562 2.348 0.101
N 3.792 2.861 -2.159
N 3.236 1.317 -0.394
N -1.073 1.064 2.076
N 1.422 2.952 -1.709
N 1.043 -2.849 0.065
N 3.499 0.022 1.639
N -0.880 3.724 -1.830
N 1.262 0.841 1.577
C 2.274 -4.396 1.493
C 2.231 0.019 2.026
C 7.773 2.156 -0.266
C -2.659 2.581 1.008
C 5.343 1.111 0.488
C -1.339 1.956 1.121
C -2.569 0.589 -3.273
C 7.676 1.320 0.857
C 2.953 4.603 -4.599
C -3.809 2.489 1.778
C 1.125 -5.668 3.192
C -0.075 -5.134 2.748
C 6.458 0.795 1.253
C 2.289 -1.900 3.806
C 2.198 4.071 -3.554
C 1.715 -0.876 3.071
C 4.085 2.078 -1.152
C 0.365 3.609 -2.284
C -2.625 3.348 -0.157
C -3.743 4.050 -0.585
C 5.440 1.935 -0.629
C 2.537 3.209 -2.447
C -0.451 -1.247 4.079
C -7.016 -2.048 -1.100
C 0.917 5.627 -5.434
C 1.073 -3.813 1.083
C 0.368 -0.557 3.201
C -4.928 3.187 1.351
C 0.169 5.105 -4.399
C 2.299 5.377 -5.533
C 0.124 -2.269 4.822
C 3.929 0.766 0.631
C -1.281 3.175 -0.703
C 1.476 -2.597 4.689
C -0.104 -4.219 1.706
C 6.657 2.480 -1.018
C 0.115 0.521 2.231
C 2.295 -5.306 2.537
C -4.212 -3.197 -0.043
C -4.669 -2.619 -3.169
C -4.376 -0.227 -1.072
C 0.827 4.315 -3.458
C -4.894 3.959 0.182
H -5.787 4.490 -0.127
H -1.549 0.606 -3.658
H 6.718 3.129 -1.881
H 4.013 4.398 -4.668
H 3.232 -5.735 2.870
H 2.853 5.796 -6.365
H -4.483 0.080 -0.031
H -1.502 -1.005 4.162
H 1.869 -3.442 5.242
H -3.710 4.640 -1.492
H -5.845 3.134 1.925
H -4.943 -3.665 -3.305
H 0.296 -2.176 0.159
H 8.570 1.086 1.422
H -7.282 -1.720 -0.095
H 6.364 0.157 2.122
H -5.219 -2.020 -3.896
H 1.926 -2.387 -0.097
H -4.885 0.522 -1.680
H -0.488 -2.857 5.493
H -3.133 -3.040 -0.076
H -3.823 1.882 2.674
H -1.047 -3.786 1.388
H 0.435 6.234 -6.190
H -4.563 -2.971 0.964
H -3.184 -0.048 -3.905
H -4.404 -4.250 -0.250
H -2.964 1.603 -3.236
H -7.414 -3.052 -1.250
H -0.894 5.290 -4.315
H -7.494 -1.380 -1.818
H -0.987 -5.430 3.252
H 3.329 -2.165 3.674
H -3.601 -2.512 -3.361
H 3.198 -4.100 1.008
H 8.741 2.553 -0.547
*
```

The value obtained for the HOMO-LUMO gap (alpha / beta) is 4.72 / 4.72 eV. The value obtained for the HOMO energy (alpha / beta) is -2.282 / -2.284 eV.

***

Record order is preserved below.
Total energy: -4776.5586 -4776.4939 -10043.8696 a.u.
Record order is preserved below.
Max |F|: 1.84 3.22 0.53 eV/Å